[1]
The following is a quantum chemistry calculation of a 40-piece molecular cluster, H80O40 overall in a non-equilibrium geometry, from OMol25.

As for the energy: -83197.3214 eV. The gap between HOMO and LUMO comes out at 9.51 eV. The value obtained for the LUMO energy is -0.48 eV. The value obtained for the energy above the lowest of the compared OMol25 structures with the same formula, charge and spin is 195.88 kcal per mole.

Structure (ORCA input):
```
! wB97M-V def2-TZVPD RIJCOSX def2/J DEFGRID3
* xyz 0 1
O 0.71262 5.71523 0.89093
O -3.06251 -0.14223 5.13356
O -4.18434 -0.30252 -4.00012
O -4.73751 3.54878 0.33603
O -5.83780 -0.49409 2.34151
O -1.08970 1.55660 -0.80632
O 2.19551 2.57384 2.68904
O -2.50131 5.01955 -2.05549
O -3.15863 -1.52660 -0.10124
O 3.23105 -1.33779 1.38169
O -2.32421 -2.81311 2.43950
O -2.20183 5.29448 1.04842
O -3.29954 0.17554 1.98305
O 1.97201 1.33207 6.19185
O -2.50966 -4.71135 0.61413
O 0.40697 3.88690 -0.96313
O 1.22926 -0.80867 -3.55391
O -2.74240 -3.46914 -2.14466
O 0.12053 -0.84258 5.94490
O 0.87637 -5.28583 -2.29912
O 4.99796 1.32407 -4.39272
O -0.60714 -0.45067 1.07921
O -1.54163 3.72945 -4.08184
O 2.34916 2.98794 -3.11013
O 4.05098 -4.23660 -1.24206
O -1.86565 0.75032 -3.40303
O 4.28652 2.22706 -1.21809
O 4.78415 -1.02161 -2.31427
O 1.48881 -3.36008 -0.43944
O 4.06638 -2.16071 -4.87667
O -0.12124 -5.57650 0.97995
O 0.58403 1.04584 -6.06082
O 0.45365 -2.43106 3.72926
O 1.87547 0.99933 -0.05910
O -0.11498 -1.51612 -1.36152
O 4.71214 1.70553 2.90985
O -4.79566 -3.74550 -0.28489
O 4.01963 -2.82996 3.40332
O -1.34286 2.94289 1.68246
O -1.03230 2.96452 4.90514
H 1.10002 3.72970 -1.63721
H 4.71056 2.64839 3.08665
H 1.38481 1.04152 -0.89725
H -2.74321 4.52613 1.15935
H 3.12396 -4.04387 -1.07725
H -5.98965 0.28166 1.80164
H -1.73871 2.43781 5.31370
H -3.02154 -1.26524 0.84056
H 4.05274 -2.88835 2.45583
H -0.05696 2.96344 -0.79948
H 4.02633 -1.90879 3.67578
H -0.00053 -1.01195 4.97731
H -1.45134 4.06152 -3.15124
H -1.79916 1.43957 -4.06516
H 4.71174 1.97126 -3.75112
H 2.14858 3.36759 -3.99201
H -0.39748 -2.87686 3.75590
H -3.22058 -1.06293 4.91803
H 2.59357 -1.58064 2.06889
H 0.35825 -0.78796 -3.97847
H -2.22229 -3.74136 2.09027
H 4.95472 -1.12264 -1.36232
H 3.20553 3.34491 -2.87751
H 0.39024 -6.21192 0.47465
H 3.33144 2.01150 -0.99443
H -4.93306 -4.02598 -1.23676
H 2.68683 1.97700 2.03469
H -3.19201 -0.39231 -3.97329
H -5.25982 4.21078 0.77546
H 4.20323 -3.49585 -1.85268
H -1.32021 5.06925 1.34015
H 5.31935 1.36916 3.56245
H 1.32458 1.34244 5.47957
H -3.86744 3.76948 -0.00238
H 4.32649 0.66401 -4.19266
H 0.51426 -1.64251 6.31362
H -0.88420 -2.07728 -1.56645
H -2.38514 1.17099 -2.69476
H -2.81911 -2.40790 0.11506
H 5.72314 -0.94850 -2.61067
H -2.43864 5.82637 -2.57131
H 0.18625 -0.17384 1.56940
H 4.52789 -2.18043 -4.00911
H -2.68623 -2.62220 -2.61063
H -1.81196 2.14525 1.38857
H -4.23318 0.40963 2.13129
H 2.33136 0.13425 -0.06765
H 0.09445 -1.30952 -2.28756
H -1.05119 2.57008 2.58348
H 1.21021 -3.02709 0.41642
H -2.00327 1.82664 -0.57699
H 0.83568 1.63865 -6.77662
H 1.19041 4.87578 0.94343
H 3.14586 -0.40426 1.59151
H 1.09331 5.92798 0.03974
H 3.24684 -1.78871 -4.54998
H 1.52388 2.93066 2.09120
H -0.17917 0.53274 -6.29793
H -0.74631 3.60895 5.56026
H -5.38007 -1.19279 1.84063
H 1.42045 -5.42769 -1.51678
H -2.76849 -3.99850 -3.03332
H -2.41085 -4.84122 -0.33854
H 2.70918 0.76049 5.93199
H -4.47095 -0.54428 -4.87575
H -3.42197 -4.36629 0.64935
H 1.72555 -0.14472 -4.14260
H 0.50815 -5.49200 1.73563
H 0.79890 -3.90418 -0.77674
H -0.18755 -0.83174 0.28320
H 1.12107 -3.08923 4.07104
H 4.46350 2.43958 -0.29577
H -1.56454 4.92005 -1.76983
H -0.85008 1.10931 0.02430
H -1.68522 -2.22245 2.02967
H -1.10022 4.36130 -4.65901
H -2.67007 -0.09023 6.00173
H -2.68214 -0.08391 2.66282
H -4.57953 -2.85868 -0.06233
H 0.55841 -6.04635 -2.76888
*
```

---

[2]
The following is a quantum chemistry calculation of a 40-piece molecular cluster, H80O40 overall in a non-equilibrium geometry, from OMol25.

As for the energy: -83194.0492 eV. The gap between HOMO and LUMO comes out at 9.50 eV. The value obtained for the LUMO energy is -0.72 eV. The value obtained for the energy above the lowest of the compared OMol25 structures with the same formula, charge and spin is 271.33 kcal per mole.

Structure (ORCA input):
```
! wB97M-V def2-TZVPD RIJCOSX def2/J DEFGRID3
* xyz 0 1
O 1.82004 -2.29024 -3.12321
O -2.55468 0.37142 3.24817
O 1.58827 -4.64139 -2.39051
O -0.96801 -1.35151 -1.53321
O 5.09950 1.43983 2.42514
O 2.90120 1.57610 3.82165
O -2.43691 -3.34077 0.34539
O 0.45928 0.28234 0.22778
O 4.76613 0.48178 -1.11187
O -1.08197 -5.88683 1.71962
O 2.46789 1.43998 -1.75436
O 0.34421 -3.06738 -5.54230
O 5.68239 2.84177 -1.73292
O -3.25684 3.18396 2.45610
O 1.74825 1.75065 6.48159
O -5.02814 0.78333 -4.02918
O -1.14633 3.25129 5.43674
O -3.39656 3.42175 -3.80901
O 2.23453 -3.06495 5.81114
O -0.57479 -0.68968 3.80980
O 1.91914 0.80647 -5.72757
O -2.17951 0.45727 -2.60546
O -0.80246 2.93551 0.75579
O 3.14008 -1.36261 2.09273
O -2.78854 1.33895 6.25130
O 0.60673 5.00262 -1.68578
O 0.00742 1.97326 3.20739
O 2.37179 3.48262 0.38655
O -0.10059 -4.07501 -0.83125
O -2.58142 -2.41354 -4.04112
O -3.96663 4.80961 -0.02214
O -6.10551 2.60068 -0.20380
O -5.30838 -0.66501 3.54238
O -1.79153 3.24218 -1.63672
O -3.84025 -3.45615 -1.90779
O 4.17140 -3.77810 -2.02926
O 4.10570 -0.68782 -3.53306
O 1.94321 -5.28174 1.54252
O 0.32519 0.37334 -3.67905
O 2.13416 -1.62262 -0.77625
H 2.34523 2.19182 -2.39269
H -2.63000 3.57113 -4.37007
H 2.00290 1.28963 3.65286
H 0.04557 -3.65959 -1.67594
H -4.89532 -0.13986 -3.72759
H 3.95882 0.04251 -2.93776
H -2.65264 0.24026 -1.83580
H 0.83804 -3.83095 -5.21835
H 1.21906 -4.30869 -3.23858
H 4.13849 -2.94953 -1.57483
H -1.05740 -0.73547 -0.83176
H 4.55822 2.25237 2.44208
H -4.04624 0.93782 -3.96549
H -3.47737 0.88748 5.56012
H 1.10696 -5.35276 1.08165
H -3.42452 0.36658 2.81961
H -3.47806 -2.83545 -2.52644
H 3.80503 -0.70460 2.12322
H 3.27338 0.89083 4.45711
H 1.76798 -3.91235 5.49244
H 5.00307 -0.21224 -0.46808
H 0.30876 2.52878 3.93553
H 5.53928 1.96453 -1.35625
H 0.98648 1.84025 5.83715
H -0.35886 -3.34783 -0.27280
H -2.29662 3.18575 2.48282
H -2.78160 -2.59134 -4.94452
H -1.15352 2.54639 6.06590
H -0.54349 0.79783 -3.63353
H -6.48527 1.76240 -0.44223
H -1.87099 -1.83333 -1.66961
H -4.97539 0.24722 3.83501
H -0.64097 -5.91274 2.59869
H -4.76227 4.34385 -0.19483
H 5.95155 1.71359 2.05296
H -6.00705 2.46899 0.78706
H -3.57100 3.47158 1.55349
H 1.07986 0.89342 -6.15262
H 2.47792 2.22622 6.04058
H -3.99778 -4.14660 -2.56427
H 3.49276 -2.08854 2.60610
H 2.39925 -1.52283 0.12252
H -2.97639 2.96634 -3.13384
H 0.15055 1.17556 0.44907
H 3.04613 4.08496 0.66833
H -3.32306 -3.36678 -0.17668
H 0.44343 4.12993 -1.22368
H -3.86593 5.59064 0.54548
H 1.86831 0.53385 -4.85449
H 2.56752 -4.61547 -2.34271
H 0.82593 -2.26357 -5.25389
H -0.28590 -0.90217 2.92356
H 1.60362 -2.35751 5.67643
H 2.88481 2.62645 -0.01560
H 2.36066 -6.13926 1.74237
H -2.14995 -0.13671 -3.34876
H -2.24205 0.67576 5.78279
H 2.35342 -2.94938 -2.71262
H -0.89908 3.57806 -1.97579
H 1.36280 5.42818 -1.31321
H -0.39905 -6.00437 1.07191
H 5.67965 2.47802 -2.64207
H 1.26774 0.40449 0.75028
H 1.51256 1.23458 -1.53818
H 1.28762 -1.21753 -0.74918
H -1.78584 2.90098 4.81428
H -1.94538 -0.15006 2.75139
H 3.92029 -4.39251 -1.32239
H 0.58885 -0.02760 -2.84924
H -2.29419 4.05668 -1.53682
H -0.23425 3.56590 0.34167
H -0.34242 2.68857 2.56430
H 3.78976 0.48527 -1.14643
H -2.66433 -4.06697 0.93031
H 3.33434 -1.21868 -3.42386
H -0.05268 -0.49506 4.58480
H 1.01566 -2.02219 -2.60721
H -1.60736 -2.75685 -4.11080
H -4.43464 -0.91850 3.28969
H -1.66326 3.14002 0.26714
*
```